[1]
Here is the molecule C3Br2N2O in a non-equilibrium geometry from the Open Molecules 2025 dataset. Energies are from ωB97M-V/def2-TZVPD.

Output
- 2S+1 = 1
- E_LUMO (alpha / beta) (eV) = -2.019 / -2.019
- orbital gap (alpha / beta) (eV) = 6.78 / 6.78
- highest occupied orbital energy (alpha / beta) (eV) = -8.80 / -8.80
- energy above the lowest of the compared OMol25 structures with the same formula, charge and spin (kcal per mole) = 77.8

Cartesian coordinates (Å):
C (-0.370793, 0.320161, 1.080798)
C (0.180389, -1.439498, -0.708799)
C (0.263763, 1.260799, 0.191220)
N (0.766966, -0.458778, -1.061535)
N (0.934178, 0.751954, -0.888775)
O (0.334133, 2.378733, 0.661972)
Br (-2.133298, 0.400567, 1.470585)
Br (0.024662, -3.213939, -0.745468)

Atoms 1-2, force components in eV/Å:
C 0.10 -0.64 0.80
C 1.14 -0.06 -1.18

***

[2]
Here is an isolated ion of composition C19H22N3 and charge +1 in a non-equilibrium geometry from the Open Molecules 2025 dataset. Energies are from ωB97M-V/def2-TZVPD.

Output
- 2S+1 = 1
- E_LUMO (eV) = -2.267
- net charge = +1
- orbital gap (eV) = 9.44
- SMILES string = Cc1ccc([C@@H](c2ccccc2)[N+]2=C3NCCN3CC2)cc1
- highest occupied orbital energy (eV) = -11.71
- energy above the lowest of the compared OMol25 structures with the same formula, charge and spin (kcal per mole) = 0.0

Cartesian coordinates (Å):
C (-4.862723, -1.272673, 2.004115)
C (-3.436991, -0.814735, 1.797371)
C (-3.086255, 0.532878, 1.905784)
C (-1.801071, 0.975212, 1.590652)
C (-0.837140, 0.072025, 1.115349)
C (0.529030, 0.571673, 0.690393)
C (1.764256, -0.056141, 1.349431)
C (2.952070, 0.708402, 1.411028)
C (4.182922, 0.088423, 1.634836)
C (4.240901, -1.278721, 1.929347)
C (3.049426, -1.958750, 2.161589)
C (1.820201, -1.326898, 1.948556)
N (0.711376, 0.452187, -0.750416)
C (0.086911, 1.146655, -1.733734)
N (-0.803361, 2.159582, -1.894162)
C (-1.032049, 2.424671, -3.323274)
C (-0.187579, 1.373734, -4.031800)
N (0.532283, 0.757339, -2.931209)
C (1.425976, -0.365452, -2.850673)
C (1.642135, -0.512543, -1.350564)
C (-1.141188, -1.288964, 1.154857)
C (-2.425771, -1.719928, 1.472005)
H (-4.912543, -2.369169, 2.056406)
H (-5.295411, -0.862936, 2.929838)
H (-5.518518, -0.951139, 1.175870)
H (-3.849021, 1.253196, 2.201996)
H (-1.520824, 2.014962, 1.756354)
H (0.560036, 1.645298, 0.905724)
H (2.895732, 1.794419, 1.303192)
H (5.104451, 0.669520, 1.551914)
H (5.198781, -1.796474, 1.986580)
H (3.066745, -2.998695, 2.495281)
H (0.924984, -1.823451, 2.315306)
H (-1.264195, 2.625044, -1.122457)
H (-0.693058, 3.427682, -3.590078)
H (-2.091652, 2.340663, -3.572563)
H (0.505841, 1.802434, -4.758298)
H (-0.808497, 0.633036, -4.551303)
H (2.336318, -0.156776, -3.425797)
H (0.968007, -1.269708, -3.274995)
H (1.435366, -1.536198, -1.013627)
H (2.682128, -0.286462, -1.093933)
H (-0.378754, -2.043110, 0.980833)
H (-2.669296, -2.780106, 1.444284)

Atoms 1-2, force components in eV/Å:
C -0.16 -0.09 0.10
C 0.01 0.12 -0.12

***

[3]
Here is C23H18Co2O8 as an isolated structure in a non-equilibrium geometry from the Open Molecules 2025 dataset. Energies are from ωB97M-V/def2-TZVPD.

Output
- 2S+1 = 1
- E_LUMO (eV) = 4.385
- net charge = -2
- orbital gap (eV) = 4.57
- highest occupied orbital energy (eV) = -0.18
- energy above the lowest of the compared OMol25 structures with the same formula, charge and spin (kcal per mole) = 72.4

Cartesian coordinates (Å):
O (2.529863, -2.462169, -4.188552)
C (2.218703, -2.163756, -3.111412)
Co (1.880329, -1.758504, -1.455194)
C (2.422243, -3.047600, -0.356452)
O (2.675488, -4.008739, 0.242054)
C (2.773753, -0.276164, -1.118023)
O (3.375145, 0.711935, -1.032543)
C (-0.314060, 0.114683, -0.538170)
C (-0.335193, 0.298621, -1.961150)
C (0.343443, 1.396302, -2.559418)
C (0.191130, 1.663059, -3.917739)
C (-0.609261, 0.834498, -4.713061)
C (-1.230028, -0.288412, -4.151501)
C (-1.092725, -0.560675, -2.793031)
C (-0.220929, -0.611941, 0.549965)
C (0.173035, -1.700067, 1.325594)
Co (-0.499520, 1.132020, 0.991128)
C (1.033262, 2.013455, 1.263468)
O (1.994978, 2.611692, 1.490171)
C (-1.079507, 1.052184, 2.643162)
O (-1.571271, 1.146225, 3.680393)
C (-1.822804, 2.166421, 0.521631)
O (-2.718308, 2.849730, 0.262234)
H (0.973809, 2.032504, -1.933207)
H (0.698348, 2.529662, -4.345278)
H (-0.749832, 1.065535, -5.771482)
H (-1.838783, -0.948226, -4.773501)
H (-1.559772, -1.440608, -2.344204)
H (-0.261171, -1.707624, 2.329310)
H (0.228780, -2.684438, 0.848755)
C (5.847095, -1.530331, 5.008867)
C (4.607884, -1.721720, 4.145730)
C (4.177626, -3.194444, 4.170510)
C (3.448902, -0.832632, 4.641787)
C (2.236151, -0.812235, 3.688232)
O (1.135566, -0.395545, 4.091281)
C (2.446918, -1.292802, 2.357767)
C (3.720066, -1.382955, 1.786313)
O (3.911758, -1.566925, 0.540999)
C (4.925143, -1.279750, 2.697437)
H (6.156175, -0.477689, 5.026524)
H (5.657015, -1.850560, 6.038233)
H (6.673018, -2.136941, 4.617475)
H (3.257654, -3.349827, 3.593427)
H (4.973508, -3.822206, 3.749527)
H (4.001245, -3.512794, 5.206226)
H (3.124511, -1.151267, 5.645266)
H (3.821376, 0.202451, 4.725350)
H (1.546223, -1.401204, 1.659934)
H (5.258715, -0.228847, 2.737809)
H (5.750850, -1.880617, 2.293309)

Atoms 1-2, force components in eV/Å:
O 0.45 -0.19 -0.58
C -0.97 0.31 0.50

***

[4]
Here is C23H18BaCl2F10N5O2 as an isolated structure in a non-equilibrium geometry from the Open Molecules 2025 dataset. Energies are from ωB97M-V/def2-TZVPD.

Output
- 2S+1 = 1
- E_LUMO (eV) = 2.127
- net charge = -1
- orbital gap (eV) = 6.33
- highest occupied orbital energy (eV) = -4.20

Cartesian coordinates (Å):
Ba (-1.013337, -0.922377, 1.050557)
C (2.362255, -2.451961, 1.725125)
N (1.885094, -1.235145, 1.102748)
C (2.619277, -0.133692, 1.779036)
C (1.840586, 1.185293, 2.074931)
N (0.515992, 0.877997, 2.603968)
C (-0.225379, 1.889326, 3.026624)
C (-0.004334, 3.309231, 3.019315)
F (1.186716, 3.688907, 2.492929)
C (-0.874699, 4.313527, 3.416683)
F (-0.566518, 5.646680, 3.223908)
C (-2.051956, 3.950932, 4.003990)
F (-2.803401, 4.884524, 4.584916)
C (-2.384916, 2.617488, 4.033090)
F (-3.679334, 2.317061, 4.466509)
C (-1.539862, 1.637368, 3.517668)
F (-1.988164, 0.377681, 3.587214)
C (2.136222, -1.306022, -0.342924)
C (1.859587, 0.064375, -0.980728)
N (0.525137, 0.449610, -0.712862)
C (0.241412, 1.770230, -0.952692)
C (0.981232, 2.815988, -1.615359)
F (2.246073, 2.601943, -2.224396)
C (0.577933, 4.156604, -1.595166)
F (1.459078, 5.025273, -2.091363)
C (-0.671029, 4.570244, -1.129272)
F (-1.119773, 5.828405, -1.174748)
C (-1.502566, 3.606046, -0.569365)
F (-2.697014, 3.872118, -0.096524)
C (-0.993375, 2.302187, -0.550974)
F (-1.823712, 1.346815, 0.091559)
H (3.389188, -2.525847, 1.775626)
H (1.939100, -2.648345, 2.709584)
H (2.125530, -3.311151, 1.171417)
H (2.929933, -0.499951, 2.779114)
H (3.628167, -0.007913, 1.242743)
H (2.507585, 1.709863, 2.794222)
H (1.780586, 1.793351, 1.176428)
H (3.175929, -1.540728, -0.635408)
H (1.495205, -2.097549, -0.889215)
H (2.629334, 0.750970, -0.509710)
H (2.179960, 0.041580, -2.034512)
Cl (-1.433642, 1.589336, -4.373447)
C (-2.083810, 0.574468, -3.042123)
Cl (-3.660365, 1.268324, -2.420171)
H (-1.280119, 0.430948, -2.278391)
H (-2.286421, -0.406291, -3.514172)
C (-0.840960, -4.923188, -4.091786)
N (-1.065638, -4.634490, -2.680619)
C (-0.614289, -5.561679, -1.776759)
C (-0.524819, -5.283135, -0.459819)
C (-0.911611, -3.972642, -0.055348)
O (-0.869398, -3.540643, 1.156881)
N (-1.169049, -3.013025, -0.983573)
C (-1.254430, -3.281935, -2.311542)
O (-1.378773, -2.391797, -3.210820)
H (0.233482, -4.929580, -4.314570)
H (-1.357363, -4.133338, -4.771774)
H (-1.304773, -5.899705, -4.292740)
H (-0.271618, -6.540965, -2.124632)
H (-0.204173, -6.071614, 0.200725)

Atoms 1-2, force components in eV/Å:
Ba 0.73 0.02 0.16
C -1.97 -0.35 0.48

***

[5]
Here is C42H45CaClN9O7SSb as an isolated structure in a non-equilibrium geometry from the Open Molecules 2025 dataset. Energies are from ωB97M-V/def2-TZVPD.

Output
- 2S+1 = 1
- E_LUMO (eV) = -0.598
- orbital gap (eV) = 7.00
- highest occupied orbital energy (eV) = -7.60
- energy above the lowest of the compared OMol25 structures with the same formula, charge and spin (kcal per mole) = 36.9

Cartesian coordinates (Å):
Ca (0.763599, -1.140765, 1.301604)
N (7.068576, 2.610928, 4.946552)
C (5.985166, 1.835393, 4.607131)
C (4.690330, 2.159989, 5.125743)
C (3.567407, 1.380229, 5.020019)
C (3.711716, 0.220386, 4.175469)
C (4.915266, -0.095539, 3.562334)
C (6.020970, 0.726941, 3.712353)
S (2.297066, -0.779325, 3.939996)
O (1.857564, -1.176075, 5.253418)
O (2.659903, -1.813958, 3.003219)
N (1.283419, 0.091006, 3.151054)
C (0.366264, 1.061881, 3.359972)
N (0.712778, 2.054864, 4.217216)
C (-0.084531, 3.111727, 4.095636)
C (-1.087839, 3.243282, 3.123783)
C (-1.158446, 2.212546, 2.118863)
N (-0.544104, 1.072017, 2.321733)
H (7.052679, 3.117079, 5.840697)
H (7.966758, 2.155316, 4.726089)
H (4.562269, 3.133220, 5.577307)
H (2.647821, 1.601477, 5.560774)
H (4.955355, -0.935021, 2.880463)
H (6.979899, 0.449428, 3.244128)
H (0.139846, 3.910928, 4.846346)
H (-1.654462, 4.197855, 2.975521)
H (-1.816698, 2.316426, 1.251980)
O (-0.213745, -1.014806, -2.624176)
Cl (0.708223, -1.720733, -1.705550)
O (1.527835, -0.709144, -0.994679)
O (1.453053, -2.687375, -2.433620)
O (-0.109582, -2.420813, -0.628517)
C (-0.690005, -6.691818, 7.119251)
C (-0.985634, -6.038276, 5.803325)
C (-0.770780, -6.719416, 4.621169)
C (-0.961328, -6.151360, 3.369724)
C (-0.876484, -6.986142, 2.144703)
C (-1.347881, -4.737714, 3.301340)
C (-0.942764, -3.939268, 2.177183)
O (-0.624433, -2.743092, 2.308713)
C (-1.965065, -4.126181, 4.474876)
C (-2.667580, -2.804420, 4.439276)
C (-1.724469, -4.804766, 5.644456)
H (-0.774449, -7.799757, 7.137145)
H (-1.268253, -6.280217, 7.916213)
H (0.380041, -6.502039, 7.329238)
H (-0.585740, -7.779931, 4.579940)
H (0.059822, -7.589314, 2.110288)
H (-0.800244, -6.312650, 1.256235)
H (-1.711646, -7.686282, 1.969151)
H (-0.708399, -4.473106, 1.205043)
H (-3.497436, -2.870936, 3.819844)
H (-1.966470, -2.074796, 4.012132)
H (-3.107518, -2.559093, 5.420712)
H (-2.064368, -4.342976, 6.529129)
N (-1.540260, -4.184892, -2.231688)
N (-1.853169, -5.477103, -2.057699)
N (-2.549070, -6.312013, -2.851220)
C (-2.376423, -7.527364, -2.190185)
N (-1.588450, -7.396441, -1.085565)
N (-1.325368, -6.079268, -0.974612)
H (-1.856424, -3.723979, -3.043657)
H (-0.864758, -3.763665, -1.597309)
H (-2.717203, -8.493794, -2.516737)
C (-2.605378, 4.517556, -5.415912)
C (-3.239551, 4.352777, -4.065323)
C (-4.457222, 5.021597, -3.848907)
C (-5.129098, 4.835935, -2.673268)
C (-4.515471, 4.142095, -1.666197)
C (-3.297637, 3.525668, -1.837922)
C (-2.591747, 3.682863, -2.990235)
Sb (-0.789661, 2.214431, -3.061478)
C (-0.676154, 1.669904, -5.365878)
C (-1.130364, 0.447415, -5.803303)
C (-1.680909, 0.240534, -7.059854)
C (-1.295096, 1.201409, -8.015942)
C (-0.415149, 2.199822, -7.695090)
C (-0.194890, 2.545047, -6.311413)
C (0.621017, 3.786674, -5.977923)
C (1.096559, 3.120517, -2.594270)
C (2.071666, 2.384120, -3.228440)
C (3.368650, 2.916654, -3.326554)
C (3.724185, 4.071137, -2.576649)
C (2.722557, 4.745565, -1.915112)
C (1.402731, 4.223455, -1.835009)
C (0.426698, 4.895761, -0.954597)
H (-3.192938, 5.325972, -5.975814)
H (-2.718343, 3.571163, -6.012476)
H (-1.547733, 4.786289, -5.379487)
H (-4.867709, 5.635198, -4.650387)
H (-6.133517, 5.269607, -2.496277)
H (-4.847650, 4.169261, -0.623540)
H (-2.900672, 2.889912, -0.962029)
H (-1.209617, -0.380595, -5.102264)
H (-2.260182, -0.696682, -7.253811)
H (-1.679798, 1.012713, -8.988802)
H (-0.076178, 2.914505, -8.484603)
H (0.640501, 4.628837, -6.673098)
H (1.723366, 3.438482, -6.010696)
H (0.528317, 4.185142, -4.948165)
H (1.814905, 1.505507, -3.775337)
H (3.990323, 2.530950, -4.156864)
H (4.764815, 4.336394, -2.442767)
H (2.858638, 5.731302, -1.580824)
H (0.982333, 5.716654, -0.535998)
H (0.270551, 4.215528, -0.071544)
H (-0.507309, 5.275630, -1.349195)

Atoms 1-2, force components in eV/Å:
Ca -0.22 -0.37 0.03
N 1.17 -0.22 -0.12

***

[6]
Here is C15H12GaIO7STe as an isolated structure in a non-equilibrium geometry from the Open Molecules 2025 dataset. Energies are from ωB97M-V/def2-TZVPD.

Output
- 2S+1 = 1
- E_LUMO (eV) = -0.075
- orbital gap (eV) = 8.43
- highest occupied orbital energy (eV) = -8.51
- energy above the lowest of the compared OMol25 structures with the same formula, charge and spin (kcal per mole) = 0.0

Cartesian coordinates (Å):
Ga (-0.124420, -0.580903, -0.172763)
O (-0.105097, -4.429805, -2.080064)
C (0.186762, -3.243020, -1.595910)
O (-0.505589, -2.677511, -0.769311)
C (1.439467, -2.622279, -2.166443)
O (1.874556, -1.602675, -1.319330)
C (2.783073, -1.969453, -0.285881)
C (2.323934, -1.440995, 1.084042)
O (3.087444, -1.516502, 2.012698)
O (1.107507, -0.975477, 1.142815)
H (-0.929677, -4.757709, -1.691582)
H (1.172807, -2.161890, -3.122597)
H (2.201056, -3.382432, -2.346254)
H (3.758953, -1.537167, -0.503608)
H (2.879580, -3.054275, -0.195584)
Te (-0.160133, 1.159334, -1.991952)
C (1.954678, 1.205751, -2.146551)
C (2.838677, 1.555318, -1.169977)
C (4.197967, 1.387921, -1.555148)
C (4.325294, 0.918537, -2.823652)
S (2.791134, 0.677290, -3.558219)
H (2.533631, 1.918205, -0.197335)
H (5.030777, 1.612866, -0.903788)
H (5.224157, 0.711730, -3.382705)
I (-5.046797, 4.351405, 4.686802)
C (-4.289491, 2.932104, 3.333361)
C (-3.213234, 2.144435, 3.709864)
C (-2.681227, 1.247775, 2.797006)
C (-3.226099, 1.148004, 1.520743)
C (-4.322384, 1.928244, 1.168134)
C (-4.863144, 2.822714, 2.075042)
C (-2.583410, 0.292924, 0.483847)
O (-2.946462, 0.337381, -0.686345)
O (-1.653044, -0.534668, 0.916137)
H (-2.788733, 2.232595, 4.700161)
H (-1.829990, 0.633603, 3.056968)
H (-4.731319, 1.832047, 0.171453)
H (-5.711204, 3.436577, 1.805927)

Atoms 1-2, force components in eV/Å:
Ga -0.16 -0.70 0.14
O 0.17 -0.10 -0.12

***

Number 1: total energy -148216.14492 eV, M 239.854 u. Number 2: total energy -24524.56302 eV, M 292.406 u. Number 3: total energy -115771.42143 eV, M 540.255 u. Number 4: total energy -88603.66067 eV, M 794.644 u. Number 5: total energy -120350.21973 eV, M 1017.236 u. Number 6: total energy -108689.95449 eV, M 660.548 u.